23
Properties=species:S:1:pos:R:3 method="wB97M-V/def2-TZVPD" homo_lumo_gap_ev=6.7 e_above_lowest_kj_mol=209.7 mol_weight_g_mol=280.09 charge=+1
C -0.550 1.698 -0.883
C 0.711 1.969 -1.337
C -0.316 0.643 0.095
C -0.455 -1.160 1.778
C 2.862 -1.216 0.370
C -2.637 -0.223 0.683
C 1.687 -0.523 0.941
N 1.647 1.223 -0.694
N 1.039 0.368 0.063
N -1.128 -0.131 0.887
O 0.727 -1.597 1.252
I -3.441 0.095 -3.584
H -1.426 1.903 -1.327
H 0.976 2.823 -1.899
H -1.218 -1.968 1.717
H -0.557 -0.603 2.706
H 2.519 -1.984 -0.464
H 3.352 -1.721 1.101
H 3.549 -0.429 -0.131
H -3.049 -1.090 1.196
H -3.305 0.643 0.380
H 1.985 0.025 1.822
H -2.972 1.256 -4.672

=====

7
Properties=species:S:1:pos:R:3 method="wB97M-V/def2-TZVPD" homo_lumo_gap_ev="8.2 / 8.2" e_above_lowest_kj_mol=242.4 mol_weight_g_mol=205.93 charge=0
C -1.199 0.719 -0.434
C 0.584 -0.577 0.249
O -1.370 1.584 0.298
F 0.949 -1.196 -0.914
F 0.188 -1.501 1.114
I 2.298 0.681 1.105
H -1.451 0.292 -1.420

=====

10
Properties=species:S:1:pos:R:3 method="wB97M-V/def2-TZVPD" homo_lumo_gap_ev=9.1 e_above_lowest_kj_mol=39.5 mol_weight_g_mol=88.05 charge=0 smiles="C1CNP=N1"
C 0.903 -0.225 0.516
C -0.527 -0.617 -0.115
N -1.080 0.765 -0.337
P 0.083 1.989 -0.393
N 1.346 1.063 0.117
H 1.017 -0.366 1.593
H 1.773 -0.952 0.098
H -0.673 -1.215 -1.063
H -1.172 -1.239 0.687
H -1.670 0.796 -1.103

=====

9
Properties=species:S:1:pos:R:3 method="wB97M-V/def2-TZVPD" homo_lumo_gap_ev="8.6 / 7.0" mol_weight_g_mol=215.92 charge=+2 multiplicity=5
C 0.356 0.230 -0.141
H 1.222 0.870 0.103
C -0.961 0.824 0.057
H -0.964 1.876 0.366
H -1.738 0.570 -0.678
O 0.581 -1.057 0.398
Li 1.821 -2.070 -0.466
Ho -1.256 -1.162 1.754
H 0.938 -0.081 -1.393

=====

58
Properties=species:S:1:pos:R:3 method="wB97M-V/def2-TZVPD" homo_lumo_gap_ev=3.4 mol_weight_g_mol=1431.67 charge=-5
Sn 14.678 13.388 9.365
Sn 9.870 13.274 11.023
Sn 12.158 11.004 6.115
Sn 12.901 11.075 13.000
Sn 11.515 7.420 9.522
N 13.987 7.819 12.897
O 14.332 6.970 13.687
O 13.837 9.102 13.435
O 13.773 7.705 11.686
N 7.413 11.730 12.058
O 7.593 13.126 12.011
O 6.509 10.936 12.493
O 8.501 11.293 11.958
N 9.820 6.991 11.701
O 9.679 6.494 12.791
O 11.021 6.571 11.287
O 9.192 7.813 11.149
N 9.442 9.492 6.264
O 10.008 10.071 5.298
O 10.329 9.542 7.148
O 8.380 9.012 6.224
N 17.222 12.712 11.079
O 16.588 11.875 11.629
O 16.658 13.446 10.054
O 18.397 13.091 11.413
N 14.394 10.015 8.149
O 14.023 8.985 7.388
O 14.645 9.805 9.406
O 14.511 11.190 7.637
N 9.232 13.645 14.793
O 8.332 12.794 14.821
O 9.822 13.885 13.741
O 9.557 14.290 15.801
N 11.593 13.164 7.012
O 10.707 12.435 6.494
O 12.910 12.651 7.248
O 11.497 14.233 7.381
N 7.274 13.785 8.277
O 6.445 12.934 7.920
O 8.077 13.509 9.301
O 7.384 14.870 7.685
N 11.237 10.355 15.222
O 10.961 9.220 15.743
O 10.761 10.918 13.940
O 11.898 11.098 15.846
N 12.055 10.705 9.917
O 12.105 11.054 11.237
O 12.252 11.590 9.097
O 12.015 9.524 9.677
C 9.076 5.680 7.445
O 8.759 5.772 8.588
O 8.747 5.453 6.310
O 11.749 5.821 7.524
S 13.389 14.590 11.541
O 14.046 13.270 11.520
O 13.257 14.737 10.030
O 12.087 14.548 12.179
O 14.240 15.581 12.146

=====

21
Properties=species:S:1:pos:R:3 method="wB97M-V/def2-TZVPD" homo_lumo_gap_ev=10.1 e_above_lowest_kj_mol=425.8 mol_weight_g_mol=128.17 charge=0
C 1.142 1.083 1.669
C 0.668 -0.246 1.123
C 0.566 -0.351 -0.388
C -0.507 0.563 -0.978
C -0.831 0.221 -2.387
N -0.607 0.674 -3.516
C 0.980 -1.477 1.887
N -0.388 -0.951 1.854
H 1.299 1.026 2.755
H 2.094 1.374 1.202
H 0.410 1.880 1.474
H 1.543 -0.112 -0.833
H 0.338 -1.392 -0.653
H -1.432 0.487 -0.384
H -0.190 1.617 -0.949
H 1.134 -2.421 1.358
H 1.547 -1.374 2.816
H -0.597 -0.478 2.731
O -2.440 -0.356 -2.782
H -2.952 -0.079 -2.015
H -1.779 0.310 -3.983

=====

129
Properties=species:S:1:pos:R:3 method="wB97M-V/def2-TZVPD" homo_lumo_gap_ev=8.2 e_above_lowest_kj_mol=115.3 mol_weight_g_mol=1009.49 charge=0
C 1.599 1.083 5.924
C 1.265 0.215 4.696
C 1.188 1.012 3.406
O 1.941 0.222 2.466
C 2.509 -0.827 3.093
O 3.139 -1.708 2.606
O 2.205 -0.818 4.405
H 2.061 2.004 5.574
H 2.358 0.523 6.472
H 0.691 1.196 6.508
H 0.315 -0.304 4.830
H 1.885 1.853 3.468
H 0.183 1.324 3.145
C -0.984 -0.548 1.402
C -0.955 -0.232 -0.091
C -0.594 1.227 -0.417
O 0.213 1.107 -1.573
C 0.602 -0.179 -1.732
O 1.289 -0.536 -2.626
O 0.204 -0.887 -0.645
H -1.995 -0.783 1.753
H -1.027 0.426 1.910
H -0.279 -1.210 1.889
H -1.720 -0.786 -0.648
H -0.052 1.628 0.436
H -1.565 1.691 -0.593
C 1.714 -2.916 -4.553
C 2.365 -4.058 -5.294
C 3.084 -3.577 -6.574
O 4.485 -3.842 -6.345
C 4.677 -4.317 -5.134
O 5.710 -4.713 -4.697
O 3.497 -4.417 -4.460
H 1.354 -3.183 -3.559
H 0.868 -2.439 -5.054
H 2.427 -2.115 -4.354
H 1.771 -4.917 -5.596
H 2.938 -2.522 -6.783
H 2.896 -4.232 -7.422
C -0.557 5.103 2.215
S -1.971 4.293 2.971
O -2.194 3.120 2.049
C -1.354 3.714 4.643
H -0.141 5.897 2.846
H -0.842 5.597 1.288
H 0.356 4.530 2.042
H -1.016 4.534 5.285
H -0.544 2.987 4.683
H -2.152 3.295 5.257
C -3.542 -4.030 1.513
S -3.921 -3.789 -0.276
O -3.777 -2.310 -0.427
C -2.324 -4.429 -0.865
H -3.408 -5.081 1.772
H -4.400 -3.616 2.040
H -2.626 -3.518 1.797
H -1.462 -4.166 -0.249
H -2.104 -4.087 -1.874
H -2.384 -5.520 -0.808
C 4.931 -0.882 -2.313
S 5.211 -2.561 -1.606
O 6.744 -2.555 -1.676
C 4.600 -2.225 0.051
H 3.881 -0.680 -2.072
H 5.130 -0.948 -3.377
H 5.503 -0.081 -1.848
H 5.093 -1.326 0.408
H 4.722 -3.086 0.709
H 3.509 -2.254 -0.012
C -4.371 5.849 0.108
S -4.648 5.252 -1.568
O -3.984 6.250 -2.471
C -3.410 3.913 -1.446
H -4.112 4.957 0.697
H -5.092 6.405 0.707
H -3.443 6.390 0.330
H -3.290 3.463 -2.436
H -3.688 3.060 -0.826
H -2.396 4.258 -1.234
C -3.482 -1.215 4.359
S -3.087 -0.090 5.719
O -1.708 0.435 5.500
C -4.280 1.180 5.246
H -4.523 -1.521 4.453
H -2.926 -2.155 4.342
H -3.192 -0.692 3.448
H -3.941 1.729 4.361
H -4.507 1.986 5.950
H -5.285 0.821 5.008
C 4.637 2.150 1.317
S 3.020 2.956 1.171
O 3.372 4.355 1.510
C 2.887 2.802 -0.640
H 4.511 1.136 0.933
H 4.905 2.080 2.372
H 5.404 2.785 0.877
H 2.738 1.725 -0.756
H 3.845 3.123 -1.043
H 2.035 3.365 -1.007
C 0.670 -5.636 5.059
S -0.174 -5.463 3.463
O -1.632 -5.417 3.856
C 0.075 -3.725 2.920
H 1.510 -4.970 4.809
H 0.987 -6.631 5.344
H 0.181 -5.125 5.887
H 1.058 -3.259 2.956
H -0.785 -3.240 3.381
H -0.237 -3.770 1.872
C 1.144 2.314 -4.294
S 1.885 3.690 -5.220
O 3.065 4.192 -4.451
C 2.501 2.752 -6.619
H 1.647 2.039 -3.371
H 1.311 1.409 -4.891
H 0.064 2.304 -4.152
H 3.190 3.443 -7.106
H 1.719 2.415 -7.297
H 3.088 1.879 -6.326
C -4.901 -0.137 -5.381
S -3.719 0.642 -4.241
O -4.368 1.930 -3.810
C -3.973 -0.503 -2.878
H -4.575 -1.167 -5.543
H -5.001 0.435 -6.298
H -5.851 -0.215 -4.852
H -3.219 -1.290 -2.934
H -4.924 -1.035 -2.932
H -3.946 0.018 -1.925

=====

8
Properties=species:S:1:pos:R:3 method="wB97M-V/def2-TZVPD" homo_lumo_gap_ev=10.3 e_above_lowest_kj_mol=38.8 mol_weight_g_mol=91.12 charge=+1
C 0.596 0.165 -0.359
N -1.388 -0.346 0.015
N 1.033 1.132 0.125
O -3.848 -0.254 0.167
S -2.684 0.498 -0.138
H 0.824 -0.665 -0.988
H -1.380 -1.324 0.277
H 0.859 1.918 0.725